Density functional theory data (ωB97M-V/def2-TZVPD) for a molecular structure, C18H39AlN2O7.

Summary:
net charge = +2
electronic energy = -1586.9951 hartree
max |F| = 0.0773 hartree/bohr

The geometry in XYZ format:
```
67
C18H39AlN2O7 ωB97M-V/def2-TZVPD
Al -16.659 16.888 18.082
O -18.247 14.490 18.178
H -18.799 14.074 17.488
C -22.039 13.924 22.211
C -20.888 13.073 21.571
C -19.517 13.155 22.336
N -18.396 12.165 21.976
C -18.503 11.968 20.441
C -18.398 10.842 22.681
C -17.062 10.276 22.524
C -16.187 11.451 22.693
C -17.034 12.733 22.466
H -21.942 14.986 21.987
H -22.152 13.643 23.258
H -22.934 13.577 21.695
H -20.889 13.514 20.574
H -21.313 12.070 21.624
H -19.701 12.834 23.361
H -18.945 14.080 22.409
H -17.540 11.514 20.207
H -18.587 12.917 19.911
H -19.327 11.296 20.204
H -19.191 10.255 22.217
H -18.688 11.122 23.694
H -17.075 9.783 21.552
H -16.838 9.696 23.419
H -15.250 11.282 22.162
H -15.822 11.521 23.718
H -16.613 13.403 21.717
H -17.134 13.345 23.362
C -17.605 13.218 12.912
C -19.088 12.830 13.313
C -19.248 12.820 14.827
N -20.726 13.217 15.325
C -20.810 14.739 15.273
C -20.835 12.626 16.724
C -21.186 11.102 16.583
C -21.890 11.044 15.250
C -21.888 12.513 14.647
H -16.827 12.588 13.344
H -17.458 14.245 13.245
H -17.546 13.290 11.826
H -19.229 11.752 13.235
H -19.884 13.262 12.706
H -18.499 13.394 15.373
H -19.018 11.775 15.035
H -21.755 15.083 15.693
H -20.564 15.264 14.350
H -20.181 15.108 16.082
H -21.662 13.170 17.179
H -19.979 12.849 17.361
H -21.929 10.971 17.371
H -20.351 10.426 16.767
H -22.909 10.657 15.262
H -21.432 10.327 14.569
H -22.788 13.004 15.019
H -21.679 12.570 13.579
O -16.122 12.683 17.051
C -15.282 13.422 16.306
O -14.274 12.907 15.777
O -15.460 14.619 16.206
H -16.693 13.394 17.352
O -20.591 15.300 18.937
C -20.639 16.571 19.053
O -19.536 17.219 19.118
O -21.726 17.168 19.113
H -19.655 15.256 18.730
```

Density functional theory data (ωB97M-V/def2-TZVPD) for C17H23NO4 in the gas phase.

Summary:
electronic energy = -1017.2559 hartree
max |F| = 0.0660 hartree/bohr

The geometry in XYZ format:
```
45
C17H23NO4 ωB97M-V/def2-TZVPD
O 2.315 -0.397 -2.641
O 1.848 0.283 3.175
O -2.033 0.862 0.441
O 4.803 -0.866 -3.783
C 2.476 -0.082 -1.488
C -5.313 -0.423 -0.725
C -4.225 0.144 -0.091
C 0.075 0.366 -0.615
C -0.702 0.567 0.513
C 1.294 0.332 1.922
C 1.466 0.185 -0.488
C -0.100 0.510 1.776
C 2.071 0.155 0.757
N 3.687 -0.215 -0.802
C 2.594 1.453 3.531
C -5.183 -1.443 -1.796
C -6.679 0.158 -0.374
C -2.792 0.031 -0.441
C -1.076 0.485 2.951
C 3.542 -0.054 0.621
C 5.425 -0.304 -2.626
C 4.814 -0.995 -1.374
H 3.810 -0.865 -3.673
H -4.435 0.916 0.650
H -0.357 0.422 -1.611
H 2.732 1.457 4.622
H 3.553 1.399 3.021
H 2.102 2.405 3.339
H -4.277 -2.037 -1.695
H -5.149 -0.930 -2.773
H -6.027 -2.129 -1.777
H -6.590 1.115 0.075
H -7.271 0.292 -1.250
H -7.202 -0.525 0.310
H -2.614 0.383 -1.438
H -2.408 -1.036 -0.453
H -0.563 0.507 3.932
H -1.623 -0.444 2.870
H -1.767 1.329 2.866
H 3.886 -0.944 1.183
H 4.137 0.804 0.959
H 5.238 0.774 -2.609
H 6.486 -0.529 -2.652
H 4.468 -2.003 -1.719
H 5.564 -1.111 -0.622
```

Density functional theory data (ωB97M-V/def2-TZVPD) for a molecular structure, C16H13CrF2N5O2S.

Summary:
net charge = +1
spin multiplicity = 4
electronic energy = -2684.0230 hartree
max |F| = 0.0323 hartree/bohr
expectation value of S² = 3.802

The geometry in XYZ format:
```
40
C16H13CrF2N5O2S ωB97M-V/def2-TZVPD
Cr 0.046 -0.273 -0.732
N 1.558 1.001 -1.858
N 1.529 0.441 -3.156
C 0.538 -0.504 -3.495
O 0.358 -0.783 -4.650
O -0.060 -0.975 -2.458
H 1.314 2.002 -1.876
H 2.510 0.921 -1.480
H 2.013 0.913 -3.913
F 2.932 -4.713 0.138
C 2.563 -3.501 0.555
C 1.793 -2.698 -0.275
C 1.400 -1.444 0.154
C 1.786 -0.991 1.431
C 2.556 -1.828 2.243
F 2.920 -1.424 3.471
C 2.940 -3.087 1.825
C 1.276 0.325 1.784
C 1.677 1.095 2.876
C 1.088 2.324 3.103
C 0.123 2.777 2.211
C -0.197 1.984 1.131
N 0.345 0.781 0.909
H 1.493 -3.074 -1.243
H 3.506 -3.730 2.478
H 2.444 0.731 3.536
H 1.384 2.923 3.950
H -0.371 3.725 2.350
H -0.932 2.312 0.403
S -1.707 -1.654 0.232
C -2.712 -0.488 -0.423
N -4.070 -0.584 -0.314
C -4.885 0.402 -0.760
C -4.322 1.501 -1.359
C -2.925 1.527 -1.508
N -2.140 0.560 -1.046
H -4.443 -1.410 0.144
H -5.946 0.262 -0.629
H -4.936 2.308 -1.722
H -2.446 2.345 -2.027
```

- Which of these has the lowest max |F|?
  C16H13CrF2N5O2S

Repeat the second record exactly.
Density functional theory data (ωB97M-V/def2-TZVPD) for C17H23NO4 in the gas phase.

Summary:
electronic energy = -1017.2559 hartree
max |F| = 0.0660 hartree/bohr

The geometry in XYZ format:
```
45
C17H23NO4 ωB97M-V/def2-TZVPD
O 2.315 -0.397 -2.641
O 1.848 0.283 3.175
O -2.033 0.862 0.441
O 4.803 -0.866 -3.783
C 2.476 -0.082 -1.488
C -5.313 -0.423 -0.725
C -4.225 0.144 -0.091
C 0.075 0.366 -0.615
C -0.702 0.567 0.513
C 1.294 0.332 1.922
C 1.466 0.185 -0.488
C -0.100 0.510 1.776
C 2.071 0.155 0.757
N 3.687 -0.215 -0.802
C 2.594 1.453 3.531
C -5.183 -1.443 -1.796
C -6.679 0.158 -0.374
C -2.792 0.031 -0.441
C -1.076 0.485 2.951
C 3.542 -0.054 0.621
C 5.425 -0.304 -2.626
C 4.814 -0.995 -1.374
H 3.810 -0.865 -3.673
H -4.435 0.916 0.650
H -0.357 0.422 -1.611
H 2.732 1.457 4.622
H 3.553 1.399 3.021
H 2.102 2.405 3.339
H -4.277 -2.037 -1.695
H -5.149 -0.930 -2.773
H -6.027 -2.129 -1.777
H -6.590 1.115 0.075
H -7.271 0.292 -1.250
H -7.202 -0.525 0.310
H -2.614 0.383 -1.438
H -2.408 -1.036 -0.453
H -0.563 0.507 3.932
H -1.623 -0.444 2.870
H -1.767 1.329 2.866
H 3.886 -0.944 1.183
H 4.137 0.804 0.959
H 5.238 0.774 -2.609
H 6.486 -0.529 -2.652
H 4.468 -2.003 -1.719
H 5.564 -1.111 -0.622
```